[1]
{"formula": "C3H4O3", "method": "ωB97M-V with the def2-TZVPD basis set", "elements": ["O", "C", "C", "O", "C", "O", "H", "H", "H", "H"], "xyz": [[0.13, 0.73, -2.14], [0.51, 0.23, -1.08], [-0.42, 0.05, 0.01], [-1.65, 0.56, -0.23], [-0.03, -0.24, 1.28], [0.95, -1.07, 1.57], [1.54, -0.09, -0.93], [-1.59, 0.93, -1.13], [-0.51, 0.15, 2.15], [1.06, -1.26, 0.50]], "nbo_charge": [-0.567, 0.323, 0.014, -0.668, 0.202, -0.598, 0.122, 0.499, 0.192, 0.479], "multiplicity": 1, "e_tot_ha": -342.359370, "smiles": "O=C/C(O)=C\\O", "de_lowest_kcal_mol": 60.6}

[2]
{"formula": "C3H4O3", "method": "ωB97M-V with the def2-TZVPD basis set", "elements": ["O", "O", "C", "C", "C", "O", "H", "H", "H", "H"], "xyz": [[-1.38, -0.79, -0.90], [-0.57, -0.01, -1.78], [0.57, 0.40, -1.11], [0.58, 0.49, 0.21], [-0.05, 0.21, 1.45], [1.32, 0.74, 1.32], [-0.96, -1.67, -1.01], [1.39, 0.59, -1.79], [-0.80, 0.88, 1.85], [-0.10, -0.83, 1.76]], "nbo_charge": [-0.437, -0.253, -0.021, 0.205, -0.110, -0.444, 0.457, 0.213, 0.200, 0.191], "multiplicity": 1, "e_tot_ha": -342.233982, "smiles": "OO/C=C1\\CO1", "de_lowest_kcal_mol": 139.3}

[3]
{"formula": "C3H4O3", "method": "ωB97M-V with the def2-TZVPD basis set", "elements": ["C", "C", "C", "O", "O", "O", "H", "H", "H", "H"], "xyz": [[-1.78, -0.53, 0.37], [-0.28, -0.56, -0.06], [0.94, 0.34, 0.01], [-2.43, 0.57, 0.18], [1.96, -0.44, 0.41], [0.97, 1.49, -0.31], [-0.02, -1.51, 0.49], [-0.15, -0.86, -1.17], [2.72, 0.16, 0.30], [-1.95, 1.35, -0.22]], "nbo_charge": [0.323, -0.730, 0.793, -0.630, -0.660, -0.600, 0.256, 0.275, 0.495, 0.478], "multiplicity": 1, "e_tot_ha": -342.328547, "de_lowest_kcal_mol": 79.9}

[4]
{"formula": "C3H4O3PS", "method": "ωB97M-V with the def2-TZVPD basis set", "elements": ["C", "C", "C", "O", "O", "O", "P", "S", "H", "H", "H", "H"], "xyz": [[2.57, -1.13, -0.45], [2.90, 1.03, -2.49], [0.22, 0.14, 1.30], [3.06, -2.06, 0.16], [2.84, 0.05, -0.72], [3.21, 0.31, -3.31], [0.55, -1.49, -1.06], [-0.28, -1.57, 0.84], [1.27, 0.23, 0.99], [-0.03, 0.52, 2.29], [-0.23, 0.87, 0.72], [0.69, -2.85, -1.29]], "nbo_charge": [0.733, 0.494, -0.747, -0.688, -0.746, -0.581, 0.046, -0.131, 0.246, 0.214, 0.201, -0.041], "multiplicity": 1, "charge": -1, "e_tot_ha": -1082.004795, "de_lowest_kcal_mol": 9.1}

[5]
{"formula": "C3H4O3S", "method": "ωB97M-V with the def2-TZVPD basis set", "elements": ["C", "C", "C", "O", "S", "O", "O", "H", "H", "H", "H"], "xyz": [[0.17, -1.77, -0.18], [-0.15, -0.46, -0.84], [-0.27, 0.73, -0.31], [-0.22, 2.11, -0.69], [-0.19, 1.84, 0.97], [-1.25, 2.46, 1.73], [1.10, 1.89, 1.56], [0.21, -1.79, 0.94], [1.16, -2.03, -0.64], [-0.50, -2.56, -0.59], [-0.05, -0.43, -1.95]], "nbo_charge": [-0.635, -0.220, -0.013, -0.625, 2.277, -0.842, -0.876, 0.236, 0.235, 0.231, 0.233], "multiplicity": 1, "e_tot_ha": -740.497083, "smiles": "C/C=C1/OS1(=O)=O", "de_lowest_kcal_mol": 102.0}

[6]
{"formula": "C3H4O3S", "method": "ωB97M-V with the def2-TZVPD basis set", "elements": ["C", "C", "C", "O", "O", "O", "S", "H", "H", "H", "H"], "xyz": [[-0.83, 0.81, 1.47], [0.07, 1.17, 0.27], [-0.27, -0.22, 0.60], [1.34, -0.70, -2.44], [-0.20, -1.32, 0.22], [1.31, -3.07, -1.60], [0.61, -1.90, -2.05], [-0.65, 1.11, 2.52], [-1.93, 1.00, 1.14], [-0.54, 1.74, -0.51], [1.09, 1.38, 0.39]], "nbo_charge": [-0.529, -0.532, 0.626, -0.868, -0.509, -0.849, 1.677, 0.252, 0.247, 0.243, 0.242], "multiplicity": 1, "e_tot_ha": -740.529200, "de_lowest_kcal_mol": 81.8}

[7]
{"formula": "C3H4O3S", "method": "ωB97M-V with the def2-TZVPD basis set", "elements": ["C", "C", "C", "O", "O", "O", "S", "H", "H", "H", "H"], "xyz": [[0.43, -0.27, -0.51], [-0.69, -0.69, 0.25], [-0.82, 0.63, -0.41], [-0.93, -1.33, -2.68], [-1.88, -1.65, -0.32], [-1.81, 0.60, -1.37], [-2.04, -1.00, -1.86], [1.22, 0.09, 0.04], [0.63, -0.77, -1.39], [-0.49, -0.75, 1.30], [-0.85, 1.63, -0.07]], "nbo_charge": [-0.485, 0.052, 0.035, -0.927, -0.678, -0.659, 1.721, 0.228, 0.268, 0.222, 0.223], "multiplicity": 1, "e_tot_ha": -740.507362, "de_lowest_kcal_mol": 95.5}

[8]
{"formula": "C3H4O3Tl", "method": "ωB97M-V with the def2-TZVPD basis set", "elements": ["C", "C", "O", "C", "O", "Tl", "H", "H", "H", "O", "H"], "xyz": [[0.87, -0.86, 1.20], [0.96, 0.56, 1.02], [-0.04, 0.94, 0.08], [-0.15, 2.10, -0.52], [-1.01, 1.77, -1.51], [-1.00, -0.36, -1.28], [1.84, -1.34, 1.38], [0.11, -1.16, 1.94], [-1.32, 2.52, -2.04], [0.01, -1.64, -0.27], [-0.26, -2.52, 0.01]], "mulliken_spin": [0.041, 0.002, 0.020, 0.038, 0.056, 0.734, 0.008, 0.001, 0.008, 0.093, -0.001], "s2": 0.757, "multiplicity": 2, "charge": 2, "e_tot_ha": -513.843879, "de_lowest_kcal_mol": 204.1}

[9]
{"formula": "C3H4O4", "method": "ωB97M-V with the def2-TZVPD basis set", "elements": ["O", "C", "O", "O", "C", "C", "O", "H", "H", "H", "H"], "xyz": [[1.81, 0.96, -0.02], [1.12, -0.22, 0.06], [1.75, -1.31, -0.46], [0.49, -0.39, 1.34], [-0.32, -0.20, 0.24], [-1.72, 0.22, 0.11], [-1.37, -1.12, -0.17], [2.40, 0.75, 0.67], [1.77, -1.95, 0.27], [-2.29, 0.38, 1.04], [-1.94, 0.94, -0.75]], "nbo_charge": [-0.650, 0.682, -0.680, -0.492, 0.372, -0.109, -0.477, 0.471, 0.496, 0.196, 0.191], "multiplicity": 1, "e_tot_ha": -417.567361, "smiles": "OC1(O)O[C@@]12CO2", "de_lowest_kcal_mol": 79.0}

[10]
{"formula": "C3H4O4Pb", "method": "ωB97M-V with the def2-TZVPD basis set", "elements": ["O", "C", "C", "O", "O", "C", "H", "H", "H", "O", "H", "Pb"], "xyz": [[1.98, -0.52, 0.08], [1.95, 0.46, -0.82], [0.75, -0.62, 0.81], [2.24, 0.30, -1.97], [0.94, 1.31, -0.48], [-0.04, 0.54, 0.29], [0.96, -0.51, 1.88], [0.30, -1.61, 0.60], [-0.75, 1.21, 0.80], [-3.01, -0.52, -0.08], [-3.48, 0.12, 0.45], [-1.84, -0.17, -1.57]], "mulliken_spin": [0.007, -0.016, -0.039, 0.013, 0.132, 0.633, 0.040, 0.025, 0.032, 0.031, -0.001, 0.144], "s2": 0.755, "multiplicity": 2, "charge": 1, "e_tot_ha": -610.155450, "de_lowest_kcal_mol": 65.1}

[11]
{"formula": "C3H4O4S", "method": "ωB97M-V with the def2-TZVPD basis set", "elements": ["C", "C", "C", "O", "O", "O", "O", "S", "H", "H", "H", "H"], "xyz": [[1.19, -0.26, -0.38], [-1.08, -0.75, -0.25], [-1.07, 0.61, 0.41], [3.41, 0.49, 0.31], [0.27, -1.12, -0.77], [0.96, 1.10, -0.40], [-0.33, 1.47, -0.35], [2.65, -0.72, 0.21], [-1.42, -1.60, 0.33], [-1.77, -0.64, -0.99], [-2.12, 0.86, 0.52], [-0.68, 0.55, 1.37]], "nbo_charge": [0.237, -0.090, -0.130, -0.949, -0.472, -0.203, -0.215, 1.031, 0.201, 0.188, 0.221, 0.182], "multiplicity": 1, "e_tot_ha": -815.655739, "de_lowest_kcal_mol": 136.3}

[12]
{"formula": "C3H4O4S", "method": "ωB97M-V with the def2-TZVPD basis set", "elements": ["O", "C", "O", "C", "S", "C", "O", "O", "H", "H", "H", "H"], "xyz": [[-0.56, -2.44, 0.74], [-0.75, -1.27, 0.92], [-1.93, -0.75, 1.36], [0.31, -0.22, 0.70], [-0.30, 1.01, -0.48], [1.27, 1.01, -1.89], [0.76, 0.80, -2.93], [2.30, 1.18, -1.32], [-2.64, -1.07, 0.78], [0.56, 0.29, 1.62], [1.19, -0.67, 0.25], [-0.23, 2.13, 0.25]], "nbo_charge": [-0.521, 0.775, -0.711, -0.639, 0.210, 0.860, -0.575, -0.600, 0.507, 0.267, 0.271, 0.155], "multiplicity": 1, "e_tot_ha": -815.854075, "de_lowest_kcal_mol": 11.8}

[13]
{"formula": "C3H4O4Tb", "method": "ωB97M-V with the def2-TZVPD basis set", "elements": ["C", "C", "O", "C", "O", "O", "O", "Tb", "H", "H", "H", "H"], "xyz": [[-1.46, -1.73, 1.19], [-1.18, -0.45, 0.46], [-0.08, -0.68, -0.51], [0.57, 0.33, -1.06], [1.58, 0.07, -1.78], [0.33, 1.53, -0.73], [-0.60, -2.27, 1.85], [2.57, 2.26, -1.54], [-2.47, -2.16, 1.07], [-1.01, 0.34, 1.20], [-2.06, -0.11, -0.11], [3.80, 2.86, -0.05]], "mulliken_spin": [0.001, -0.002, 0.002, -0.098, 0.033, 0.022, 0.000, 6.581, 0.000, -0.001, 0.001, -0.538], "s2": 12.656, "multiplicity": 7, "charge": 1, "e_tot_ha": -1241.770651, "de_lowest_kcal_mol": 26.3}

[14]
{"formula": "C3H4O4Tl", "method": "ωB97M-V with the def2-TZVPD basis set", "elements": ["C", "C", "O", "C", "O", "O", "O", "Tl", "H", "H", "H", "H"], "xyz": [[1.88, -1.44, 0.92], [0.56, -0.80, 0.60], [0.70, 0.61, 0.69], [-0.38, 1.37, 0.44], [-0.21, 2.61, 0.47], [-1.48, 0.83, 0.16], [2.03, -2.65, 0.94], [-2.30, 2.90, 0.00], [2.76, -0.75, 1.00], [-0.20, -1.17, 1.31], [0.25, -1.10, -0.41], [1.35, -4.66, 1.26]], "nbo_charge": [0.426, -0.185, -0.505, 0.964, -0.792, -0.802, -0.515, 0.842, 0.129, 0.222, 0.223, -0.005], "s2": 0.750, "multiplicity": 2, "e_tot_ha": -590.056937, "de_lowest_kcal_mol": 23.4}

[15]
{"formula": "C3H4O4Y", "method": "ωB97M-V with the def2-TZVPD basis set", "elements": ["O", "C", "C", "O", "O", "C", "Y", "H", "H", "H", "O", "H"], "xyz": [[0.38, -1.39, 0.27], [1.20, -0.39, 0.07], [-0.96, -0.99, -0.04], [2.41, -0.49, 0.23], [0.60, 0.72, -0.27], [-0.84, 0.51, -0.32], [4.56, 0.58, 0.15], [-1.32, -1.57, -0.89], [-1.19, 0.84, -1.31], [-1.61, -1.05, 0.89], [-1.49, 1.17, 0.74], [-1.74, 2.06, 0.48]], "nbo_charge": [-0.405, 1.051, -0.135, -0.840, -0.463, 0.321, 1.910, 0.245, 0.212, 0.268, -0.670, 0.507], "s2": 0.750, "multiplicity": 2, "charge": 2, "e_tot_ha": -455.307293, "de_lowest_kcal_mol": 0.0}

[16]
{"formula": "C3H4O4Y", "method": "ωB97M-V with the def2-TZVPD basis set", "elements": ["C", "O", "O", "C", "O", "C", "Y", "H", "H", "O", "H", "H"], "xyz": [[0.44, 0.80, 0.43], [0.73, 1.99, 0.37], [-0.77, 0.35, 0.70], [-0.67, -1.04, 0.77], [1.33, -0.17, 0.85], [0.61, -1.31, 1.08], [0.27, 4.20, 0.65], [1.15, -2.24, 1.20], [-1.60, -1.58, 0.93], [-0.79, -0.09, -2.38], [0.07, 0.05, -2.76], [-0.76, -0.95, -1.84]], "nbo_charge": [0.981, -0.876, -0.344, 0.081, -0.331, 0.146, 2.712, 0.307, 0.303, -0.940, 0.486, 0.475], "multiplicity": 1, "charge": 3, "e_tot_ha": -454.645994, "de_lowest_kcal_mol": 5.7}

[17]
{"formula": "C3H4O4Yb", "method": "ωB97M-V with the def2-TZVPD basis set", "elements": ["O", "C", "O", "O", "C", "C", "O", "H", "H", "H", "H", "Yb"], "xyz": [[-1.41, 3.38, 1.01], [-0.74, 2.43, 1.33], [-0.22, 2.03, 2.40], [-0.32, 1.39, 0.29], [0.08, -1.42, -1.59], [0.53, -2.23, -0.51], [0.93, -1.75, 0.59], [-0.29, 1.78, -0.59], [0.67, -0.54, -1.84], [-0.51, -1.88, -2.38], [0.44, -3.33, -0.59], [0.84, 0.13, 1.88]], "nbo_charge": [-0.441, 0.970, -0.859, -0.946, -0.186, 0.385, -0.798, 0.557, 0.220, 0.261, 0.232, 2.604], "s2": 2.006, "multiplicity": 3, "charge": 2, "e_tot_ha": -1575.648541, "de_lowest_kcal_mol": 0.0}

[18]
{"formula": "C3H4OPt", "method": "ωB97M-V with the def2-TZVPD basis set", "elements": ["C", "C", "C", "H", "H", "H", "H", "O", "Pt"], "xyz": [[1.67, -1.67, -1.15], [0.35, -1.29, -0.50], [1.65, -0.45, -0.62], [2.26, -2.58, -1.11], [0.10, -1.80, 0.44], [-0.48, -1.13, -1.20], [2.21, 0.38, -0.20], [1.52, -1.93, -3.36], [1.30, -0.81, -4.63]], "nbo_charge": [-0.040, -0.471, 0.013, 0.269, 0.264, 0.256, 0.260, -0.471, 0.920], "s2": 3.785, "multiplicity": 4, "charge": 1, "e_tot_ha": -310.654930}

[19]
{"formula": "C3H4OS", "method": "ωB97M-V with the def2-TZVPD basis set", "elements": ["C", "C", "C", "O", "S", "H", "H", "H", "H"], "xyz": [[-0.59, 0.00, 1.74], [-1.41, 0.43, 2.50], [1.28, -0.21, -1.84], [3.77, -0.28, -1.53], [2.54, -0.41, -0.78], [0.16, -0.35, 1.09], [-2.14, 0.77, 3.19], [0.37, -0.56, -1.57], [1.46, 0.11, -2.75]], "nbo_charge": [-0.236, -0.220, -0.682, -0.897, 1.166, 0.216, 0.234, 0.208, 0.211], "multiplicity": 1, "e_tot_ha": -589.980783, "de_lowest_kcal_mol": 90.3}

[20]
{"formula": "C3H4OS", "method": "ωB97M-V with the def2-TZVPD basis set", "elements": ["C", "C", "O", "C", "S", "H", "H", "H", "H"], "xyz": [[1.19, 0.61, -0.16], [0.05, -0.53, -0.25], [0.47, -1.65, -0.36], [-1.50, -0.44, 0.25], [-2.66, 0.59, -0.19], [2.09, 0.15, 0.08], [0.86, 1.40, 0.66], [1.24, 1.10, -1.05], [-1.74, -1.22, 1.03]], "nbo_charge": [-0.671, 0.540, -0.511, -0.381, 0.125, 0.233, 0.220, 0.226, 0.220], "multiplicity": 1, "e_tot_ha": -590.066567, "smiles": "CC(=O)C=S", "de_lowest_kcal_mol": 36.4}